Entry from the Open Molecules 2025 dataset: 2 unconnected molecules or ions with the total composition C4H12NOS (ωB97M-V with the def2-TZVPD basis set).

```
19
Properties=species:S:1:pos:R:3:forces:R:3
C -2.485 2.224 -1.222 -1.143 -1.065 0.142
C 2.179 -1.214 -0.455 -2.436 -3.037 3.109
C -1.224 1.708 -0.652 1.004 -1.234 -0.620
C 0.301 -1.502 1.170 0.486 3.256 0.240
N 1.208 -0.483 0.442 -2.723 0.046 -2.038
O -0.568 0.707 -1.011 -1.501 1.829 0.126
S -0.865 -0.531 2.309 1.102 -1.003 -1.315
H -3.196 1.533 -0.548 0.870 1.462 -1.572
H -2.631 2.010 -2.346 0.114 0.315 1.981
H -2.661 3.289 -0.897 0.134 -1.204 -0.578
H 2.848 -0.705 -1.055 1.190 1.499 -0.759
H 2.601 -1.899 0.324 0.794 0.567 -1.169
H 1.549 -1.910 -1.035 0.300 0.621 -0.190
H -0.892 2.229 0.242 0.151 0.224 0.432
H 0.936 -2.134 1.720 0.652 -0.704 0.973
H 1.534 0.277 0.974 1.554 0.340 1.835
H 0.475 0.176 -0.099 0.651 -1.445 -0.501
H -0.164 -2.059 0.402 -0.843 -0.337 -0.727
H -0.981 -1.654 2.998 -0.356 -0.129 0.631
```
Positions in Å, forces in eV/Å.

Calculated values
Gap between HOMO and LUMO = 10.484 eV
Charge = +1
ΔE to the lowest compared entry with this formula, charge and spin = 38.4 kcal per mole
Strongest force on any atom = 4.98 eV/Å
HOMO level = -13.7 eV
LUMO energy = -3.18 eV

Atomic partial charges in e from the Mulliken method, atoms 1 to 8:
1. C -0.84
2. C -0.73
3. C 0.24
4. C -0.65
5. N -0.15
6. O -0.66
7. S -0.17
8. H 0.26

***

Entry from the Open Molecules 2025 dataset: a molecular structure, C30H43NO20S2 (ωB97M-V with the def2-TZVPD basis set).

```
96
Properties=species:S:1:pos:R:3:forces:R:3
C 15.701 1.887 18.210 -0.242 1.668 2.936
C 15.794 0.691 19.177 -1.489 -0.100 -1.688
O 17.155 0.313 18.972 0.858 -1.275 0.348
S 17.537 0.280 17.380 1.473 0.771 1.582
O 16.953 -0.909 16.809 0.507 1.858 0.193
O 18.993 0.562 17.188 -4.627 -0.491 0.577
O 16.649 1.669 17.236 1.669 -0.868 -2.996
H 15.991 2.707 18.868 1.180 0.459 -0.127
H 14.800 2.396 17.867 -0.609 -1.561 -0.765
H 15.052 -0.035 18.845 0.486 -0.787 -0.046
H 15.547 0.888 20.220 0.721 0.300 -0.115
C 11.384 2.166 17.395 -1.947 2.806 4.132
C 10.420 2.280 16.279 0.238 -0.938 -1.829
O 11.183 1.603 15.272 1.145 -1.888 -0.317
S 12.024 0.354 15.912 -4.576 -1.144 -1.708
O 13.258 0.322 15.255 1.817 0.083 -0.243
O 11.203 -0.879 15.919 2.093 3.065 0.696
O 12.126 1.029 17.366 1.653 -2.609 -1.176
H 10.827 2.024 18.321 -0.439 0.482 0.234
H 11.982 3.052 17.605 0.438 0.028 -0.687
H 10.273 3.261 15.826 -0.197 0.057 0.629
H 9.490 1.728 16.416 -0.162 0.312 0.197
C 8.603 0.826 13.593 1.468 1.215 -0.412
C 9.380 0.386 12.497 0.241 -1.767 1.438
C 9.317 -0.975 12.188 -1.176 0.774 -1.444
C 8.235 -1.753 12.662 -0.714 -1.266 0.081
C 7.386 -1.241 13.697 0.963 0.393 0.119
C 7.679 0.042 14.222 -1.031 -1.701 -0.920
N 7.935 -3.058 12.097 -1.355 3.091 3.762
O 7.012 -3.712 12.663 -0.916 -0.359 0.752
O 8.450 -3.482 11.099 2.510 -0.808 -3.530
H 8.860 1.765 14.060 -0.221 0.372 -0.254
H 10.199 0.977 12.115 -0.094 0.252 -0.157
H 9.826 -1.384 11.328 0.457 -0.090 0.098
H 6.613 -1.912 14.041 -0.043 0.176 0.196
H 7.134 0.507 15.031 -0.253 -0.285 0.275
O 8.968 -3.385 16.583 -1.176 2.294 3.532
C 8.591 -2.671 17.545 0.534 -4.647 -5.835
O 7.343 -2.876 18.081 1.491 -0.129 -1.877
C 7.319 -2.187 19.254 -1.446 0.202 2.604
C 8.639 -1.485 19.474 1.150 1.075 0.356
C 9.326 -1.553 18.118 -0.416 0.192 -0.099
H 7.016 -2.929 19.993 0.426 0.055 0.665
H 6.504 -1.464 19.302 -0.021 0.049 -0.596
H 9.379 -1.944 20.129 -0.626 -0.315 0.568
H 8.430 -0.480 19.841 0.324 0.102 -0.038
H 10.389 -1.787 18.063 -0.165 0.216 0.345
H 9.123 -0.788 17.369 -0.008 0.597 0.356
O 12.358 -4.400 12.550 0.104 -0.307 2.226
C 12.664 -4.130 13.707 -1.897 -1.050 -4.192
O 13.580 -3.168 13.852 -1.457 -0.124 0.423
C 13.732 -2.919 15.217 0.522 0.021 1.712
C 12.862 -3.946 16.056 0.554 -0.328 -0.152
C 12.212 -4.825 15.010 1.188 -0.106 -1.389
H 13.420 -1.919 15.519 0.322 -0.101 -0.539
H 14.816 -3.034 15.230 0.125 0.114 1.579
H 12.067 -3.510 16.661 0.366 0.487 -0.012
H 13.513 -4.563 16.676 -0.026 0.231 0.284
H 11.178 -5.157 15.106 -0.215 1.089 -0.231
H 12.694 -5.796 14.897 0.492 -0.122 0.211
O 7.314 3.286 15.655 -4.412 2.823 -0.739
C 6.298 3.945 15.325 1.920 -0.507 -0.707
O 5.878 3.993 14.012 -0.011 -0.252 -0.342
C 4.787 4.916 13.777 -0.206 0.362 -0.160
C 4.850 5.910 14.884 0.774 -0.105 1.021
C 5.330 4.993 16.009 1.636 -0.011 0.714
H 3.805 4.444 13.816 0.193 -0.613 -0.251
H 4.879 5.483 12.850 0.389 -0.858 -0.399
H 3.939 6.465 15.104 -0.165 -0.370 -0.049
H 5.612 6.663 14.682 0.151 -0.033 -0.031
H 4.498 4.475 16.487 0.184 0.017 0.276
H 5.965 5.576 16.676 -0.401 -0.357 0.669
O 7.407 1.323 17.921 -3.877 0.988 3.572
C 6.496 1.693 18.716 2.470 -1.731 -2.138
O 6.359 2.987 19.026 1.343 1.586 -0.846
C 5.190 3.290 19.697 -2.761 -1.212 1.126
C 4.916 1.996 20.513 -0.035 0.440 0.659
C 5.436 0.893 19.606 1.595 1.367 -0.948
H 4.356 3.480 19.021 0.012 -0.415 -0.723
H 5.089 4.192 20.301 1.496 0.038 0.195
H 3.906 1.851 20.896 -0.278 0.120 -0.641
H 5.469 2.050 21.451 0.520 -0.034 -0.122
H 4.649 0.514 18.954 0.316 -0.565 0.133
H 6.095 0.191 20.115 -0.788 -0.435 -0.080
O 12.753 3.204 13.311 1.611 -0.345 0.340
C 13.939 3.231 13.556 -1.532 0.890 -1.658
O 14.414 3.605 14.741 -0.087 1.024 2.638
C 15.779 4.035 14.721 0.767 0.295 1.019
C 16.135 4.090 13.301 0.579 -1.680 -1.893
C 15.162 3.061 12.708 0.280 0.168 -0.991
H 16.409 3.426 15.369 -0.285 -0.534 -0.213
H 16.001 5.058 15.026 -1.210 0.154 1.007
H 17.116 3.691 13.042 0.320 0.606 0.309
H 16.011 5.115 12.954 -0.096 -0.266 -0.540
H 15.492 2.049 12.946 0.340 -0.108 -0.110
H 15.117 3.164 11.624 -0.716 -0.165 0.168
```
Positions in Å, forces in eV/Å.

Calculated values
Gap between HOMO and LUMO (alpha / beta) = 1.879 / 5.486 eV
Charge = -1
2S+1 = 2
Strongest force on any atom = 7.48 eV/Å
HOMO level (alpha / beta) = -0.3 / -3.9 eV
LUMO energy (alpha / beta) = 1.57 / 1.57 eV

Atomic partial charges in e from the Mulliken method, atoms 1 to 8:
1. C -0.13
2. C -0.18
3. O -0.40
4. S 1.02
5. O -0.45
6. O -0.56
7. O -0.17
8. H 0.28

***

Entry from the Open Molecules 2025 dataset: a molecular structure, C3H7ClNOPt (ωB97M-V with the def2-TZVPD basis set).

```
14
Properties=species:S:1:pos:R:3:forces:R:3
Pt 0.376 3.378 2.361 0.612 -1.074 0.092
Cl 1.473 1.310 2.424 -0.691 1.116 -0.175
C 0.240 0.815 -1.826 -0.934 -0.008 -1.168
C -0.267 -0.363 -1.040 1.099 0.818 1.994
O -1.028 -1.189 -1.606 -0.315 -0.570 -0.872
N 0.030 -0.493 0.227 -0.272 0.756 -0.505
C -0.471 -1.568 1.071 0.093 -0.687 0.053
H -0.158 0.724 -2.839 0.103 0.104 -0.004
H 1.320 0.877 -1.908 0.113 -0.260 0.407
H -0.199 1.722 -1.408 0.139 -0.053 0.187
H 0.441 0.338 0.693 0.271 -0.575 -0.093
H -1.374 -1.991 0.629 -0.074 0.133 0.219
H -0.647 -1.187 2.072 -0.163 0.104 -0.049
H 0.264 -2.374 1.149 0.018 0.197 -0.086
```
Positions in Å, forces in eV/Å.

Calculated values
Gap between HOMO and LUMO (alpha / beta) = 8.361 / 4.961 eV
Charge = +1
ΔE to the lowest compared entry with this formula, charge and spin = 0.0 kcal per mole
2S+1 = 3
Strongest force on any atom = 2.42 eV/Å
HOMO level (alpha / beta) = -13.6 / -13.4 eV
LUMO energy (alpha / beta) = -5.22 / -8.40 eV

Atomic partial charges in e from the Mulliken method, atoms 1 to 8:
1. Pt 0.65
2. Cl -0.62
3. C -1.04
4. C 0.88
5. O -0.21
6. N 0.08
7. C -0.86
8. H 0.36

***

Entry from the Open Molecules 2025 dataset: a molecular structure, C21H45LuOP3Se (ωB97M-V with the def2-TZVPD basis set).

```
72
Properties=species:S:1:pos:R:3:forces:R:3
Lu -0.253 0.108 -0.179 2.015 1.466 2.085
P -0.453 0.461 2.725 -0.587 0.386 1.389
P 2.034 1.913 -0.065 1.802 1.236 -0.474
P 1.593 -1.616 1.083 0.552 -0.953 0.033
H -2.375 -1.384 -1.505 0.120 0.303 0.227
C -1.710 -1.832 -0.763 -1.578 -0.991 1.737
C -1.928 -1.621 0.575 -0.983 -1.690 -1.147
H -2.771 -1.034 0.954 0.415 0.163 -0.439
C -1.858 1.511 3.276 -0.104 -0.026 -0.335
C 0.842 1.292 3.718 0.428 0.076 -0.290
C -0.827 -0.973 3.818 0.061 -0.213 -0.345
C 2.994 1.973 -1.647 -0.317 -0.269 -0.269
C 1.853 3.739 0.117 -0.731 0.056 0.103
C 3.502 1.765 1.042 -0.094 -0.218 0.430
C 0.926 -3.289 1.471 -0.164 0.282 -0.179
C 2.668 -1.400 2.547 0.068 0.305 0.106
C 2.852 -2.038 -0.172 -0.020 -0.042 -0.230
H -1.073 -2.611 -1.190 0.142 0.248 0.541
H -1.495 -2.241 1.358 0.434 0.133 -0.369
H -2.773 1.208 2.761 -0.039 0.165 0.104
H -1.651 2.567 3.081 -0.128 -0.143 0.034
H -2.005 1.379 4.353 0.045 0.059 -0.207
H 1.044 2.281 3.290 0.044 -0.128 0.125
H 1.769 0.715 3.743 -0.136 0.209 -0.011
H 0.494 1.425 4.749 -0.058 -0.059 -0.233
H -1.715 -1.486 3.435 0.135 -0.061 0.213
H -1.054 -0.605 4.825 0.114 -0.053 -0.243
H 0.009 -1.677 3.881 -0.253 0.083 -0.002
H 3.730 2.796 -1.567 -0.373 -0.520 -0.099
H 2.326 2.149 -2.498 0.163 0.157 0.090
H 3.505 1.025 -1.842 0.033 0.152 0.108
H 2.805 4.240 -0.151 -0.580 -0.368 0.180
H 1.577 3.990 1.149 0.123 0.033 -0.213
H 1.048 4.092 -0.540 0.298 0.133 0.079
H 4.191 2.600 0.808 -0.408 -0.445 0.043
H 4.033 0.821 0.900 -0.014 0.101 -0.072
H 3.214 1.838 2.096 0.080 0.049 -0.178
H 1.763 -3.996 1.460 -0.250 0.052 0.053
H 0.187 -3.577 0.716 0.164 -0.220 0.138
H 0.455 -3.296 2.461 0.081 -0.067 -0.248
H 3.373 -2.242 2.559 -0.156 0.184 0.010
H 2.096 -1.411 3.482 0.181 -0.034 -0.266
H 3.234 -0.464 2.482 -0.095 -0.305 0.095
H 3.300 -2.984 0.153 0.183 0.254 -0.280
H 3.614 -1.250 -0.233 -0.109 -0.248 0.017
H 2.390 -2.154 -1.164 0.327 -0.179 0.487
C -0.115 -2.030 -4.026 -0.536 -0.959 -1.145
C -1.339 -2.738 -3.929 0.167 -0.081 0.078
C -1.743 -3.622 -4.966 0.334 0.377 0.242
C -0.953 -3.808 -6.109 0.327 0.604 0.540
C 0.243 -3.080 -6.212 -0.264 -0.054 0.295
C 0.659 -2.210 -5.194 0.102 0.379 0.653
Se 0.680 -0.742 -2.685 -1.360 -0.413 -0.894
H -0.657 -0.160 -2.196 0.436 -0.011 -1.588
H -2.004 -2.648 -3.067 0.261 -0.045 -0.506
H -2.691 -4.171 -4.881 0.491 0.395 0.133
H -1.259 -4.493 -6.905 0.098 0.311 0.353
H 0.863 -3.180 -7.100 -0.064 0.031 0.230
H 1.602 -1.668 -5.286 -0.251 -0.165 -0.198
C -4.019 2.637 -0.174 0.170 -0.190 -1.116
C -3.048 3.586 0.516 0.157 -0.234 0.493
C -1.654 3.027 0.244 -0.265 0.155 -0.032
O -1.837 1.569 -0.063 -1.350 0.447 -0.261
C -3.338 1.272 -0.241 0.253 0.432 0.247
H -4.992 2.597 0.307 0.011 -0.119 0.143
H -4.191 2.945 -1.210 -0.028 0.190 0.210
H -3.225 3.609 1.596 -0.021 -0.018 -0.170
H -3.157 4.604 0.149 0.083 0.001 -0.045
H -1.151 3.507 -0.599 -0.201 -0.295 -0.087
H -1.016 3.113 1.125 0.065 -0.237 -0.122
H -3.666 0.608 0.565 0.333 0.238 -0.064
H -3.475 0.773 -1.211 0.224 0.210 0.311
```
Positions in Å, forces in eV/Å.

Calculated values
Gap between HOMO and LUMO = 6.326 eV
Charge = +3
ΔE to the lowest compared entry with this formula, charge and spin = 0.0 kcal per mole
Strongest force on any atom = 3.25 eV/Å
HOMO level = -17.0 eV
LUMO energy = -10.71 eV

Atomic partial charges in e from the Mulliken method, atoms 1 to 8:
1. Lu 1.03
2. P 0.89
3. P 0.95
4. P 1.07
5. H 0.72
6. C -0.99
7. C -1.12
8. H 0.38